[1]
DFT (ωB97M-V/def2-TZVPD) results for C27H52Cl2N3O5SiZn as an isolated structure at a distorted geometry.

Summary:
- E_LUMO (alpha / beta): 0.0831 / 0.0830 hartree
- HOMO-LUMO gap (alpha / beta): 6.339 / 2.292 eV
- Energy above the lowest of the compared OMol25 structures with the same formula, charge and spin: 38.54 kcal/mol
- Max |F|: 2.91 eV Å⁻¹

```
! RIJCOSX wB97M-V def2-TZVPD def2/J DEFGRID3
* xyz -1 1
C 2.76 -2.18 -2.06
C 2.46 -1.31 -3.25
H 2.22 -3.12 -2.21
H 2.45 -1.77 -1.10
H 3.83 -2.41 -2.03
C 2.85 -1.73 -4.49
C 3.23 -3.14 -4.90
H 2.96 -1.01 -5.32
H 2.61 -3.93 -4.43
H 4.31 -3.40 -4.74
H 3.08 -3.24 -5.99
Zn 1.24 1.14 -0.45
Cl 3.29 1.28 0.55
C -0.40 3.74 -0.07
O -0.26 2.51 -0.25
N -1.60 4.30 -0.06
C -2.82 3.48 -0.04
C -1.71 5.72 0.14
H 0.43 4.46 0.06
H -2.85 2.78 0.81
H -2.95 2.93 -0.99
H -3.63 4.21 0.09
H -1.07 6.05 0.97
H -2.76 5.91 0.38
H -1.40 6.24 -0.79
H -2.71 1.08 3.79
H -1.05 3.02 4.55
C -1.87 0.42 3.54
C -0.55 2.06 4.76
N -0.65 1.18 3.61
H -2.01 -0.04 2.56
C 0.20 1.26 2.58
O 0.11 0.58 1.54
H 0.49 2.25 5.05
H 0.99 2.00 2.75
H -1.85 -0.37 4.30
H -1.07 1.59 5.61
H 0.35 -4.61 2.63
H -0.41 -3.63 -0.14
C -0.73 -4.82 2.58
C -1.35 -4.01 0.29
N -1.41 -3.85 1.73
H -1.15 -4.79 3.59
C -1.98 -2.73 2.24
O -2.50 -1.84 1.56
H -2.18 -3.50 -0.20
H -1.96 -2.68 3.36
H -0.88 -5.84 2.19
H -1.40 -5.07 0.08
O 1.05 0.33 -2.03
C 2.01 0.13 -3.04
C 0.86 0.19 -5.31
C 1.58 0.83 -4.32
H 0.58 -0.85 -5.18
C 0.52 0.84 -6.50
H 2.88 0.61 -2.55
C 1.99 2.14 -4.52
H -0.01 0.25 -7.25
C 0.92 2.15 -6.72
C 1.66 2.79 -5.71
H 2.60 2.60 -3.74
H 0.66 2.65 -7.66
H 2.04 3.81 -5.84
Si -1.36 -0.21 -3.19
Cl -0.70 -2.14 -3.76
C -2.53 0.02 -4.65
C -1.17 1.69 -3.07
C -1.60 -0.54 -1.29
H -2.44 1.01 -5.12
H -3.54 -0.13 -4.27
H -2.31 -0.70 -5.43
H -2.53 -1.14 -1.16
H -1.74 0.45 -0.79
H -0.70 -1.00 -0.83
H -0.74 2.08 -4.00
H -0.57 2.10 -2.27
H -2.19 2.09 -2.93
C 1.38 -1.40 7.55
C 0.60 -1.43 6.32
C 2.30 -0.18 5.24
C -0.68 -2.14 6.26
O 0.99 -0.79 5.25
H 2.37 -1.90 7.46
H 0.80 -1.94 8.32
H 1.57 -0.37 7.94
H 2.28 0.73 5.85
H 3.06 -0.87 5.60
H 2.49 0.05 4.19
H -0.89 -2.53 5.25
H -0.66 -2.96 6.99
H -1.50 -1.48 6.58
*
```

[2]
DFT (ωB97M-V/def2-TZVPD) results for C27H52Cl2N5O3ReS as an isolated structure at a distorted geometry.

Summary:
- E_LUMO (alpha / beta): -0.3270 / -0.3739 hartree
- HOMO-LUMO gap (alpha / beta): 7.746 / 6.465 eV
- Energy above the lowest of the compared OMol25 structures with the same formula, charge and spin: 0.00 kcal/mol
- Max |F|: 2.73 eV Å⁻¹

```
! RIJCOSX wB97M-V def2-TZVPD def2/J DEFGRID3
* xyz 3 4
Re -1.14 0.77 -1.15
C -4.30 1.24 -1.58
N -3.03 2.01 -1.29
C -3.29 2.79 -0.07
C -2.81 3.02 -2.37
C -1.34 3.35 -2.51
N -0.60 2.08 -2.77
C 0.85 2.47 -2.83
C -0.98 1.58 -4.11
H -5.16 1.90 -1.52
H -4.35 0.43 -0.90
H -4.23 0.86 -2.60
H -4.33 3.18 -0.12
H -2.56 3.58 0.05
H -3.24 2.14 0.81
H -3.49 3.89 -2.27
H -3.13 2.53 -3.32
H -0.96 3.82 -1.57
H -1.10 4.02 -3.33
H 0.99 3.27 -3.58
H 1.49 1.66 -3.13
H 1.24 2.88 -1.89
H -1.04 2.40 -4.78
H -1.93 1.05 -4.05
H -0.26 0.89 -4.50
Cl -0.28 2.42 0.58
C 1.45 3.16 0.69
Cl 1.49 4.83 0.19
H 2.06 2.55 0.09
H 1.70 2.99 1.76
C -2.21 -4.17 -3.02
N -2.43 -2.83 -2.44
C -3.59 -2.74 -1.55
C -1.68 -1.76 -2.67
C -0.41 -1.92 -3.49
O -2.05 -0.61 -2.20
H -2.17 -4.91 -2.22
H -1.25 -4.23 -3.50
H -3.05 -4.44 -3.70
H -3.75 -3.65 -0.99
H -4.49 -2.55 -2.12
H -3.50 -1.92 -0.86
H -0.69 -2.23 -4.55
H 0.22 -2.68 -3.06
H 0.14 -0.98 -3.49
C 4.71 -0.75 1.87
C 3.90 -0.66 3.17
C 2.49 -0.09 2.90
C 1.66 -1.30 2.55
N 0.49 -1.06 1.72
C -0.69 -0.65 2.05
S -1.93 -0.40 0.83
N -1.17 -0.43 3.28
C -0.64 -0.66 4.69
C -1.24 0.39 5.57
C -1.07 1.86 5.16
C 0.36 2.30 4.84
H 5.71 -1.13 1.99
H 4.76 0.21 1.37
H 4.18 -1.36 1.14
H 4.44 -0.10 3.92
H 3.78 -1.66 3.59
H 2.48 0.60 2.02
H 2.05 0.47 3.70
H 1.45 -1.93 3.39
H 2.28 -1.93 1.92
H 0.56 -1.26 0.77
H -2.07 -0.03 3.24
H 0.45 -0.63 4.66
H -0.93 -1.67 4.99
H -0.81 0.26 6.56
H -2.32 0.18 5.74
H -1.48 2.49 5.95
H -1.66 2.11 4.29
H 1.14 1.98 5.53
H 0.35 3.40 4.80
H 0.67 1.93 3.87
O 2.47 0.88 -1.04
C 1.91 -0.16 -1.20
O 0.53 -0.30 -1.17
C 2.56 -1.50 -1.38
C 3.90 -1.63 -1.89
C 4.49 -2.92 -2.03
C 3.80 -4.04 -1.68
C 2.52 -3.95 -1.12
C 1.90 -2.71 -1.03
H 4.48 -0.79 -2.09
H 5.55 -2.97 -2.32
H 4.26 -5.00 -1.72
H 2.07 -4.86 -0.84
H 0.85 -2.67 -0.62
*
```

[3]
DFT (ωB97M-V/def2-TZVPD) results for an isolated ion of composition C27H52ClN2O4S and charge +1 at a distorted geometry.

Summary:
- E_LUMO: -0.0999 hartree
- SMILES: C=CC(=O)OCCCCCC[C@@H]1C[N@@H+](CCCCS(=O)(=O)Cl)C[C@@H](CCCCCCCCCC)N1
- HOMO-LUMO gap: 9.143 eV
- Energy above the lowest of the compared OMol25 structures with the same formula, charge and spin: 0.00 kcal/mol
- Max |F|: 1.74 eV Å⁻¹

```
! RIJCOSX wB97M-V def2-TZVPD def2/J DEFGRID3
* xyz 1 1
C -3.66 4.83 1.06
C -2.55 4.78 0.31
C -2.62 5.09 -1.15
O -3.68 5.20 -1.75
O -1.40 5.25 -1.71
C -1.41 5.26 -3.14
C -1.70 3.88 -3.71
C -0.54 2.94 -3.41
C -0.80 1.50 -3.90
C 0.51 0.85 -4.37
C 0.53 -0.69 -4.38
C -0.04 -1.36 -3.14
C -1.54 -1.59 -3.29
N -2.26 -1.68 -1.97
C -3.53 -2.48 -2.02
C -4.42 -2.18 -3.24
C -5.90 -1.93 -2.89
C -6.12 -0.91 -1.76
S -6.87 0.62 -2.30
O -7.53 1.20 -1.18
O -7.64 0.42 -3.48
Cl -5.23 1.76 -2.76
C -1.32 -2.36 -1.02
C -0.15 -1.43 -0.69
C 0.96 -2.15 0.06
C 1.75 -1.13 0.91
C 2.69 -1.80 1.92
C 2.85 -0.95 3.20
C 4.31 -0.59 3.54
C 4.89 -1.42 4.69
C 6.26 -0.86 5.15
C 6.32 -0.46 6.62
C 5.75 -1.52 7.58
C 6.41 -1.35 8.96
N 0.31 -0.68 -1.89
H -4.62 4.68 0.57
H -3.60 5.06 2.11
H -1.60 4.54 0.76
H -2.06 6.03 -3.55
H -0.38 5.50 -3.42
H -1.88 3.96 -4.78
H -2.63 3.51 -3.27
H 0.36 3.29 -3.92
H -0.39 2.89 -2.33
H -1.25 0.97 -3.07
H -1.53 1.52 -4.72
H 0.67 1.17 -5.39
H 1.32 1.22 -3.75
H 1.57 -1.00 -4.45
H 0.06 -1.11 -5.27
H 0.41 -2.37 -3.10
H -1.71 -2.52 -3.82
H -2.02 -0.80 -3.86
H -2.43 -0.77 -1.55
H -3.25 -3.52 -2.02
H -4.04 -2.31 -1.08
H -4.40 -3.07 -3.86
H -4.09 -1.33 -3.83
H -6.44 -2.85 -2.72
H -6.33 -1.49 -3.79
H -5.22 -0.64 -1.23
H -6.81 -1.33 -1.03
H -1.82 -2.64 -0.10
H -0.97 -3.28 -1.48
H -0.56 -0.67 -0.02
H 0.49 -2.82 0.78
H 1.62 -2.71 -0.60
H 2.33 -0.48 0.25
H 1.02 -0.55 1.46
H 3.69 -1.94 1.51
H 2.33 -2.79 2.19
H 2.29 -0.01 3.11
H 2.39 -1.48 4.03
H 4.94 -0.73 2.66
H 4.36 0.46 3.83
H 4.16 -1.44 5.50
H 5.04 -2.46 4.38
H 6.44 0.05 4.56
H 7.07 -1.54 4.90
H 5.82 0.49 6.81
H 7.37 -0.33 6.88
H 4.68 -1.36 7.73
H 5.91 -2.53 7.20
H 6.26 -0.31 9.27
H 5.97 -1.99 9.71
H 7.48 -1.51 8.85
H 1.33 -0.71 -1.86
*
```

[4]
DFT (ωB97M-V/def2-TZVPD) results for a 5-piece molecular cluster, C27H52F13NO5 overall.

Summary:
- E_LUMO: 0.0243 hartree
- SMILES: COCCNCCC(F)(F)C(F)(F)C(F)(F)C(F)(F)C(F)(F)C(F)(F)F.CCOCC.CCOCC.CCOCC.CCOCC
- HOMO-LUMO gap: 9.652 eV
- Max |F|: 0.57 eV Å⁻¹

```
! RIJCOSX wB97M-V def2-TZVPD def2/J DEFGRID3
* xyz 0 1
C -1.60 3.55 0.22
O -0.70 2.61 -0.34
C 0.44 3.19 -0.94
C 1.22 2.07 -1.60
N 1.68 1.10 -0.59
C 2.99 0.50 -0.89
C 3.71 0.04 0.39
C 3.63 -1.44 0.73
F 3.66 -2.17 -0.43
F 4.72 -1.83 1.46
C 2.38 -1.97 1.51
F 1.27 -1.41 1.01
F 2.29 -3.30 1.27
C 2.35 -1.91 3.09
F 3.21 -2.85 3.52
F 1.10 -2.27 3.46
C 2.68 -0.63 3.93
F 2.80 -1.05 5.21
F 3.87 -0.11 3.54
C 1.60 0.50 3.94
F 1.12 0.72 2.71
F 0.58 0.12 4.75
C 2.15 1.86 4.47
F 2.92 1.69 5.55
F 2.88 2.46 3.53
F 1.13 2.65 4.79
H -2.62 3.26 -0.04
H -1.50 3.56 1.32
H -1.41 4.55 -0.17
H 1.06 3.71 -0.19
H 0.13 3.92 -1.70
H 0.55 1.60 -2.32
H 2.06 2.48 -2.17
H 0.99 0.36 -0.57
H 2.92 -0.30 -1.63
H 3.61 1.28 -1.34
H 4.79 0.23 0.28
H 3.36 0.66 1.20
C -4.35 7.80 -0.54
C -3.40 6.93 -1.34
O -4.02 6.13 -2.32
C -4.73 6.82 -3.33
C -3.87 7.75 -4.16
H -5.14 7.19 -0.10
H -3.82 8.30 0.27
H -4.83 8.57 -1.15
H -2.90 6.23 -0.67
H -2.61 7.55 -1.79
H -5.58 7.37 -2.90
H -5.15 6.03 -3.96
H -3.49 8.59 -3.59
H -4.46 8.15 -4.99
H -3.02 7.20 -4.58
C -1.79 2.06 -6.84
C -0.65 1.24 -6.27
O -0.68 1.11 -4.86
C -1.83 0.47 -4.32
C -2.01 -0.96 -4.79
H -1.83 3.04 -6.35
H -1.63 2.21 -7.91
H -2.75 1.57 -6.71
H 0.30 1.73 -6.48
H -0.61 0.25 -6.75
H -2.73 1.06 -4.53
H -1.68 0.49 -3.24
H -2.24 -1.03 -5.85
H -2.84 -1.43 -4.25
H -1.11 -1.55 -4.60
C -2.57 -6.05 -2.38
C -2.74 -5.18 -3.62
O -1.58 -4.45 -3.97
C -0.43 -5.22 -4.28
C -0.61 -6.15 -5.47
H -2.21 -5.45 -1.54
H -3.53 -6.49 -2.11
H -1.86 -6.87 -2.55
H -3.50 -4.42 -3.43
H -3.08 -5.78 -4.47
H -0.09 -5.78 -3.40
H 0.35 -4.48 -4.50
H -1.33 -6.94 -5.26
H 0.34 -6.62 -5.72
H -0.96 -5.59 -6.34
C 2.22 -3.66 10.44
C 3.31 -4.54 9.85
O 2.85 -5.43 8.85
C 2.27 -4.83 7.71
C 3.21 -3.92 6.94
H 1.39 -4.27 10.80
H 2.62 -3.08 11.27
H 1.82 -2.95 9.71
H 3.73 -5.18 10.63
H 4.13 -3.92 9.47
H 1.35 -4.30 7.97
H 1.97 -5.67 7.07
H 3.48 -3.03 7.51
H 2.73 -3.59 6.02
H 4.13 -4.45 6.69
*
```

[5]
DFT (ωB97M-V/def2-TZVPD) results for an isolated ion of composition C27H52F5N4O and charge +1.

Summary:
- E_LUMO: -0.0839 hartree
- SMILES: CCCCCCCCCCCNC1=[N+](OC[C@H](C)CC(C)C)[C@H](CN)[C@H](CCCC(F)(F)C(F)(F)F)N1
- HOMO-LUMO gap: 10.314 eV
- Max |F|: 0.89 eV Å⁻¹

```
! RIJCOSX wB97M-V def2-TZVPD def2/J DEFGRID3
* xyz 1 1
C -1.14 -1.84 -6.03
C 0.12 -2.62 -6.41
C 0.99 -3.08 -5.23
C 0.74 -4.50 -4.70
C -0.71 -5.03 -4.74
C -1.20 -5.62 -3.41
C -1.88 -4.59 -2.51
C -0.95 -3.55 -1.88
C 0.09 -4.11 -0.91
C 0.99 -3.00 -0.33
C 1.12 -3.02 1.20
N 0.60 -1.80 1.84
C 0.96 -0.57 1.55
N 1.87 -0.21 0.62
C 1.87 1.28 0.57
C 2.24 1.88 -0.78
C 3.67 2.45 -0.83
C 3.86 3.48 -1.95
C 4.63 4.74 -1.54
F 4.72 4.87 -0.19
F 5.90 4.70 -2.01
C 3.99 6.04 -2.07
F 2.86 6.27 -1.42
F 4.79 7.07 -1.93
F 3.69 5.91 -3.36
C 0.47 1.62 1.15
C -0.75 1.56 0.21
N -0.52 0.77 -1.00
N 0.41 0.52 2.14
O -0.78 0.28 2.80
C -0.80 0.91 4.12
C -2.17 1.46 4.41
C -2.57 2.51 3.37
C -2.15 2.01 5.85
C -3.47 2.64 6.33
C -3.38 4.16 6.39
C -3.85 2.08 7.70
H -1.41 -1.12 -6.81
H -2.02 -2.48 -5.91
H -0.99 -1.29 -5.10
H -0.15 -3.48 -7.03
H 0.73 -1.96 -7.03
H 2.03 -3.03 -5.54
H 0.89 -2.35 -4.42
H 1.09 -4.54 -3.66
H 1.40 -5.20 -5.24
H -0.76 -5.82 -5.49
H -1.40 -4.25 -5.04
H -1.94 -6.40 -3.62
H -0.38 -6.12 -2.89
H -2.60 -4.04 -3.12
H -2.44 -5.08 -1.71
H -0.42 -3.00 -2.67
H -1.54 -2.81 -1.34
H -0.40 -4.68 -0.12
H 0.73 -4.83 -1.44
H 0.62 -2.03 -0.67
H 1.99 -3.10 -0.76
H 2.14 -3.19 1.54
H 0.51 -3.83 1.60
H -0.08 -1.88 2.59
H 2.76 -0.69 0.64
H 2.60 1.64 1.31
H 2.10 1.13 -1.56
H 1.54 2.69 -1.00
H 3.89 2.90 0.14
H 4.38 1.64 -0.97
H 4.43 3.04 -2.77
H 2.90 3.78 -2.38
H 0.53 2.58 1.66
H -1.54 1.06 0.77
H -1.11 2.58 0.03
H -0.12 1.34 -1.73
H -1.42 0.48 -1.37
H -0.53 0.13 4.84
H -0.04 1.70 4.13
H -2.87 0.62 4.35
H -1.74 3.18 3.15
H -3.40 3.13 3.71
H -2.89 2.03 2.44
H -1.35 2.76 5.90
H -1.87 1.20 6.52
H -4.27 2.38 5.62
H -4.35 4.61 6.57
H -2.95 4.59 5.48
H -2.73 4.45 7.22
H -3.09 2.36 8.43
H -3.94 1.00 7.69
H -4.80 2.50 8.04
*
```